Record 1
The following is a DFT calculation (the ωB97M-V functional and the def2-TZVPD basis) of a 18-piece molecular cluster, C40H70Cl34F3N5O3PSi overall at a distorted geometry.

The geometry in XYZ format:
```
157
Properties=species:S:1:pos:R:3:forces:R:3:mulliken_charge:R:1
C -5.054826 -0.971354 1.204334 -0.3173 -0.9411 -1.0031 -0.265
C -5.207964 -2.164529 0.116392 0.1779 0.1054 0.9973 -0.740
C -4.216770 -2.007936 -1.149729 -1.0710 -2.0512 1.3204 -0.248
N -3.920501 -0.549365 -1.494763 3.1721 -0.2478 -2.8149 1.095
C -2.444521 -0.441942 -1.722652 -0.8214 0.3790 2.1634 -3.163
N -1.799699 -0.987924 -2.884005 0.6057 0.9119 1.1628 2.270
C -1.373950 -2.375581 -2.850217 0.0849 -5.4139 -0.7329 -0.720
C -2.122925 -3.403087 -3.716319 0.6477 -0.8502 0.5252 -0.145
C -1.831597 -4.933395 -3.776695 3.2938 3.2345 3.5336 -0.734
C -0.647451 -5.334030 -2.814079 -2.2921 3.6677 -1.4296 -0.241
C -0.003824 -4.167928 -2.035615 -0.6260 -0.8830 -0.6529 0.147
N -0.315410 -2.789632 -2.003470 -2.2205 -2.0071 -2.4865 -0.187
C -1.130405 -0.085696 -3.801092 0.2918 0.7514 -3.4637 0.601
F 0.315097 -0.040017 -3.665650 -3.0107 0.2648 0.7323 -0.381
F -1.717756 1.229002 -3.605430 1.5417 -2.4337 0.4341 -0.214
C -1.351657 -0.401201 -5.382053 0.8480 0.6856 -0.4709 -0.409
C -0.610922 0.753584 -6.276166 0.6517 -0.1785 0.6070 -0.519
Si -1.844566 1.927447 -7.179810 0.5536 1.2899 -0.5946 -0.282
C -0.790211 3.464080 -7.717768 0.7404 0.4036 -0.1092 -0.956
C -3.256076 2.589313 -6.071910 -0.6737 -0.1210 0.1313 -0.190
C -2.613330 1.181019 -8.767465 -0.9250 -1.6780 -2.2426 0.888
C -2.287876 -0.293633 -9.123913 -3.2661 2.6581 -2.9577 -0.290
C -2.986993 -0.859825 -10.442468 -0.5686 3.6023 1.3924 -0.472
C -3.917961 0.059514 -11.286675 2.2100 0.9472 2.3846 -0.720
C -4.201327 1.545822 -10.898550 3.7328 -0.9515 2.4643 -0.613
C -3.527245 2.124999 -9.625224 0.6794 -3.9479 -1.4608 -0.294
N -1.793280 0.161280 -0.714885 0.0851 -1.3698 -3.2337 0.938
O -2.488204 0.636618 0.357143 -0.0820 0.8361 -0.4476 0.009
C -0.314374 0.330059 -0.681821 2.1138 1.1149 1.6416 -0.623
C 0.169149 1.849652 -0.991660 0.0167 0.3087 0.2047 -0.378
C -0.337570 2.911861 0.097916 0.0007 0.5485 -0.4480 0.116
F -1.419176 3.716454 -0.485986 1.1947 -1.3453 0.6240 -0.337
P -4.853807 -0.031159 -2.890284 -6.1107 0.4358 -0.5340 1.093
N -6.403964 -0.234382 -2.487107 2.4686 -0.2190 -1.1187 -0.856
O -4.656886 1.653283 -3.099334 1.8565 -3.2439 1.2803 -0.584
O -4.606717 -0.953017 -4.301796 0.6054 1.6098 1.3329 -0.243
H -5.797262 -1.164490 2.048817 0.9916 0.4403 -1.1953 0.465
H -3.997849 -1.021269 1.630138 -1.3959 0.3531 -0.5530 0.000
H -5.288715 0.000789 0.648512 0.4257 -1.2758 1.2299 -0.241
H -4.932666 -3.132157 0.689186 -0.3291 1.3524 -1.2430 0.389
H -6.294746 -2.276455 -0.215178 1.5903 0.4146 0.2937 0.330
H -4.705040 -2.572302 -2.013912 0.8621 1.0169 0.9103 0.227
H -3.256297 -2.583632 -0.873877 -1.1865 1.2776 -0.5827 0.337
H -2.995167 -3.010433 -4.357170 1.5508 -0.5376 1.1219 0.271
H -2.393396 -5.679716 -4.424652 0.7844 1.3367 0.9975 0.396
H -0.312131 -6.428334 -2.730351 -0.4152 2.0777 0.0419 0.286
H 0.883893 -4.478860 -1.363799 -1.8058 0.8811 -1.2898 -0.022
H -0.877196 -1.390726 -5.695296 -0.7991 1.1524 0.9275 0.429
H -2.447357 -0.378108 -5.693456 1.2860 -0.3551 1.0594 0.171
H 0.133990 0.295552 -7.033855 -1.2656 0.5769 1.2464 0.387
H 0.041458 1.446081 -5.614862 -1.0692 -1.1694 -0.9706 0.357
H -0.005168 3.203729 -8.516311 -1.1929 0.3017 1.0959 0.297
H -0.200936 3.913129 -6.827708 -1.0607 -0.6293 -1.3374 0.242
H -1.466327 4.271087 -8.158903 0.9133 -0.9722 0.6135 0.263
H -2.941300 3.448284 -5.373049 -0.4936 -1.4046 -1.0103 0.278
H -4.095830 2.948148 -6.774172 1.2322 -0.4234 1.1108 0.286
H -3.685718 1.714252 -5.477854 0.4078 1.3251 -0.5746 -0.350
H -1.586563 -0.919323 -8.469180 -1.2362 0.9897 -1.2235 0.246
H -2.804724 -1.944911 -10.724945 -0.3778 1.7372 0.2356 0.440
H -4.427854 -0.348427 -12.219787 0.8586 0.5267 1.4716 0.424
H -4.877753 2.242016 -11.492395 1.0716 -1.3482 0.6907 0.371
H -3.660359 3.210892 -9.267883 0.0696 -1.9553 -0.8019 0.199
H -3.028622 1.411088 0.041079 0.3863 -0.7818 0.3787 0.183
H -0.006031 0.153672 0.421958 -0.7315 0.1025 -1.6953 0.434
H 0.275308 -0.440403 -1.281017 -1.4801 0.9748 0.5095 0.236
H 1.325895 1.869150 -1.007388 -1.9132 -0.3339 0.1324 0.470
H -0.160391 2.229195 -2.014778 0.3303 -0.6591 1.3438 0.057
H 0.493846 3.674330 0.350663 -1.4393 -1.3812 -0.3130 0.305
H -0.788329 2.434580 1.030970 0.8808 0.7325 -1.2706 -0.153
H -6.847251 -0.871931 -3.179641 0.2265 0.5134 0.8450 0.139
H -3.913191 1.955359 -2.517829 -0.6568 0.1166 -0.8618 0.292
H -5.453793 -0.931490 -4.824764 0.8559 0.1155 0.8000 0.031
C -1.065381 0.309962 3.539635 -0.2655 -0.0372 0.0840 0.592
Cl -0.135206 1.811923 3.612479 -0.0470 0.0490 0.0088 -0.158
Cl -0.005822 -1.102122 3.623478 -0.0647 -0.0944 -0.0734 -0.087
H -1.759052 0.282211 4.379021 0.2217 0.0292 -0.0344 0.357
H -1.619307 0.281979 2.602196 0.1676 0.0067 0.1360 -0.671
C 2.900879 -3.096599 5.411003 0.1084 0.1878 -0.0992 0.046
Cl 3.429529 -3.768582 6.956495 -0.0642 -0.3657 -0.0801 -0.160
Cl 1.766834 -4.179881 4.593844 -0.0762 -0.0499 -0.1525 -0.166
H 2.409324 -2.142503 5.591321 0.0136 -0.2356 0.0122 0.026
H 3.770629 -2.948558 4.773417 -0.1359 -0.1291 0.1289 0.237
C -7.534572 1.089414 -9.046469 -0.4330 -0.2699 -0.0449 -0.419
Cl -6.969144 1.905127 -7.587390 0.4979 0.6377 -0.5049 -0.110
Cl -6.186360 0.354473 -9.924160 -1.7568 -0.4407 0.8675 -0.021
H -8.238112 0.307836 -8.759442 0.0358 0.1812 0.0473 0.243
H -8.030720 1.812021 -9.692767 0.1617 -0.0617 0.1183 0.361
C 1.791254 -5.997093 1.089472 0.0824 0.1736 0.4616 -0.207
Cl 0.850549 -7.074788 2.124781 0.0597 0.1353 -0.0442 -0.149
Cl 1.714889 -6.508468 -0.603176 0.2964 -0.4092 0.0370 -0.161
H 1.391115 -4.987095 1.171970 -0.0260 -0.1765 -0.0612 0.191
H 2.829825 -6.010134 1.416642 -0.1556 -0.1008 -0.1301 0.357
C 6.782763 -3.839497 8.436256 -0.2172 -0.0618 -0.0523 0.017
Cl 7.708882 -2.334733 8.504734 -0.1028 0.1001 -0.0124 -0.155
Cl 7.844791 -5.248662 8.534419 -0.0935 -0.0362 -0.0019 -0.165
H 6.084533 -3.863464 9.271726 0.2081 0.0200 -0.0598 0.251
H 6.234464 -3.874417 7.496446 0.1992 0.0180 0.1186 0.044
C -7.382277 2.849201 0.832075 -0.4411 0.0530 0.1098 -0.405
Cl -7.939154 1.359189 1.600155 -0.0478 0.1283 -0.0192 -0.136
Cl -5.719874 2.687210 0.248057 0.2192 0.2211 -0.1306 -0.071
H -8.031779 3.076584 -0.011803 0.2100 -0.1653 0.0387 0.297
H -7.423487 3.658844 1.559011 0.1552 -0.1895 -0.0671 0.336
C 4.469249 0.413099 6.427746 0.0941 0.2378 0.4287 0.060
Cl 3.533300 -0.673075 7.464335 0.0979 0.3072 0.0834 -0.152
Cl 4.399278 -0.094665 4.735024 0.0496 0.1449 -0.1054 -0.155
H 4.059730 1.421852 6.511816 0.0836 -0.8229 0.0901 -0.102
H 5.507965 0.407174 6.756249 -0.1514 -0.1688 -0.0772 0.370
C 3.886234 4.841676 6.538488 -0.1670 0.2952 0.1460 -0.311
Cl 5.429927 5.206541 7.316870 -0.0827 0.0278 0.0123 -0.142
Cl 3.981193 3.344341 5.601350 -0.1766 0.7229 -0.4051 -0.113
H 3.120695 4.730795 7.305147 0.1777 -0.1009 -0.0925 0.245
H 3.624073 5.660795 5.870605 0.1454 -0.1764 0.0354 0.333
C 2.494469 0.405925 10.727319 0.0473 -0.3234 0.0107 0.096
Cl 3.389560 1.762719 10.034893 0.0589 0.0254 -0.0617 -0.121
Cl 0.890379 0.909884 11.269237 0.0011 -0.0338 0.1743 -0.183
H 2.383924 -0.368073 9.969221 -0.0520 0.2481 0.0149 0.018
H 3.049706 0.013331 11.577817 -0.0773 0.2413 -0.0773 0.183
C -8.251342 -1.503262 -6.514973 -0.1905 0.1801 -0.2974 -0.280
Cl -7.722631 -2.659201 -5.284327 0.1451 -0.0705 0.0160 -0.157
Cl -8.501704 0.106110 -5.827199 -0.4268 -0.7109 0.4308 -0.105
H -7.487933 -1.441350 -7.290615 0.0050 -0.0108 0.1932 0.133
H -9.188076 -1.852826 -6.946926 0.1088 0.0151 0.1953 0.406
C 4.376438 -4.653921 -2.537609 -0.1913 -0.1393 -0.2190 0.107
Cl 4.998160 -3.750159 -1.150241 -0.1754 0.0584 0.1133 -0.149
Cl 5.685273 -5.447161 -3.420023 -0.1126 0.0050 -0.0245 -0.159
H 3.678008 -5.411649 -2.182567 0.2613 0.1198 0.0276 -0.023
H 3.863825 -3.965229 -3.207940 0.2006 -0.0196 0.1079 0.240
C 6.054995 2.385243 12.371904 0.0167 0.1253 -0.2490 -0.024
Cl 5.402390 0.846687 12.949829 -0.0225 -0.0747 -0.0268 -0.200
Cl 6.646510 3.372694 13.712724 -0.0955 -0.0170 0.0753 -0.153
H 6.879173 2.185458 11.689432 -0.0840 -0.0574 0.2382 0.167
H 5.268445 2.929497 11.851626 0.0495 -0.1106 0.2139 0.188
C -0.173788 -1.365178 -12.946983 0.0067 0.1565 -0.2568 -0.295
Cl -0.854599 -2.918450 -12.447911 0.0201 -0.1495 -0.1547 -0.162
Cl 0.387940 -0.443145 -11.553070 0.1256 0.1221 -0.0324 -0.110
H 0.665599 -1.545345 -13.616786 -0.0935 -0.0568 0.2040 0.348
H -0.941418 -0.790785 -13.463662 0.0374 -0.1055 0.2021 0.229
C 10.072249 3.226965 12.242794 0.2657 0.0854 0.2315 -0.367
Cl 9.941305 1.464445 12.225966 0.0109 0.0216 0.0356 -0.142
Cl 8.806904 3.969540 11.257597 0.1297 0.1023 -0.3038 -0.139
H 9.974066 3.579866 13.268466 -0.1409 -0.0847 -0.1733 0.312
H 11.044227 3.514157 11.844718 -0.2176 -0.0686 -0.0605 0.351
C -1.915162 1.240012 8.862594 -0.0548 -0.0597 0.2803 -0.259
Cl -0.593328 0.326747 8.127286 0.0142 -0.0744 -0.0714 -0.073
Cl -2.631524 2.370116 7.706843 -0.0635 0.0351 0.0284 -0.165
H -2.682064 0.543802 9.198573 0.1160 0.0821 -0.1757 0.316
H -1.527449 1.800561 9.712053 0.0416 -0.0379 -0.2249 0.195
C 8.609512 -2.201130 -0.657381 -0.0963 -0.1460 -0.1989 0.064
Cl 8.243106 -0.824886 0.390616 -0.1157 0.0443 -0.0470 -0.152
Cl 10.034860 -3.076140 -0.087060 -0.0443 -0.0443 -0.0873 -0.148
H 7.756407 -2.879032 -0.662354 0.1906 0.1166 0.1015 -0.024
H 8.797547 -1.837499 -1.666468 0.0584 0.0108 0.2161 0.267
C 9.371982 7.552598 11.410266 -0.1911 -0.0256 -0.1949 -0.118
Cl 8.994764 8.933321 12.446869 -0.0646 -0.0089 -0.0722 -0.158
Cl 10.803489 6.691673 11.987292 0.0914 0.0237 -0.0323 -0.152
H 8.524704 6.868324 11.409890 0.1784 0.0650 0.1344 0.137
H 9.558514 7.910112 10.398711 0.0856 0.0007 0.2166 0.292
```
Positions in Å, forces in eV/Å.

Computed properties:
E_HOMO: -0.3684 hartree
Total energy: -507273.252 eV
Largest force on an atom: 6.149 eV Å⁻¹
Net charge: +1

Record 2
The following is a DFT calculation (the ωB97M-V functional and the def2-TZVPD basis) of one molecule with the formula C3H7N3O2 at a distorted geometry.

The geometry in XYZ format:
```
15
Properties=species:S:1:pos:R:3:forces:R:3:mulliken_charge:R:1
C -2.413928 -0.659581 0.045576 0.7357 0.8863 2.5574 -0.792
C 1.027485 0.367929 0.105469 -2.5116 -1.0543 -0.5994 0.578
C 2.325166 -0.453479 0.052188 -0.7506 2.8321 0.1123 0.452
H -2.466682 -0.865453 1.130506 -0.6228 -0.2878 -0.5410 0.260
H -3.320157 -0.190366 -0.280506 -0.4910 0.3983 -0.0640 0.351
H -2.332777 -1.633893 -0.444329 0.9220 0.4546 -0.4751 0.301
H -1.397327 0.804249 -0.816310 0.2439 1.3462 -1.6036 0.235
H 1.972163 2.124031 -0.235557 0.1766 0.1270 0.2682 0.221
H 0.278989 2.287177 0.258250 1.1259 -0.8649 -0.3627 0.247
H 1.135179 -1.943687 -0.089276 -0.2199 0.7993 0.2286 0.423
N -1.296048 0.398018 0.072007 -1.7548 -2.0305 -0.1067 -0.659
N -0.115254 -0.300503 0.080586 3.7557 -0.3583 0.5908 -0.112
N 1.112772 1.700238 0.057731 -0.8251 1.3986 0.2103 -0.397
O 2.071727 -1.702055 0.018637 0.9752 -3.1202 -0.2320 -0.517
O 3.418696 0.067381 0.045024 -0.7592 -0.5263 0.0166 -0.592
```
Positions in Å, forces in eV/Å.

Computed properties:
E_HOMO: -0.3199 hartree
SMILES: CN/N=C(\N)C(=O)O
Total energy: -11788.736 eV
Largest force on an atom: 3.819 eV Å⁻¹

Record 3
The following is a DFT calculation (the ωB97M-V functional and the def2-TZVPD basis) of a 2-piece molecular cluster, C4H13NO overall at a distorted geometry.

The geometry in XYZ format:
```
19
Properties=species:S:1:pos:R:3:forces:R:3:mulliken_charge:R:1
C -1.537674 2.997641 0.967819 -1.3031 -0.3609 -0.3524 -1.150
C -0.279229 2.199827 0.967414 1.0456 -0.7514 -2.0620 -0.164
N 1.048833 -4.186911 -0.583987 -0.5270 0.1429 -0.4769 -0.538
H -1.815652 3.074000 -0.086795 -0.0181 0.2628 0.0384 0.283
H -2.365458 2.403744 1.403918 0.4591 0.4494 0.1354 0.273
H -1.509395 4.008452 1.379463 0.2716 -0.2746 0.1943 0.370
H 0.109828 1.878640 1.916862 0.0186 -0.1648 0.5876 0.351
H 0.504950 2.719447 0.388137 0.0460 0.2691 0.7384 0.254
H 1.018041 -3.296215 -1.051431 0.1185 -0.4210 0.2606 0.203
H 0.577426 -4.259622 0.295469 0.2346 0.0071 0.0651 0.185
H 1.801258 -4.808040 -0.794118 0.1461 0.0461 0.1804 0.180
C 0.264477 -0.037980 0.045351 2.4179 -0.2962 1.4649 -0.289
O -0.562236 1.069010 0.098557 -1.7455 0.2781 -0.3230 -0.312
C 0.330670 -0.763147 -1.319451 -0.6209 1.9435 1.2430 -1.095
H 0.042643 -0.754013 0.898426 0.0362 0.5003 -0.9332 0.256
H 1.292568 0.330390 0.235252 -0.0287 -0.2736 0.1706 0.316
H 1.113806 -1.511982 -1.241554 -0.5119 -0.3437 -0.0734 0.219
H 0.682180 -0.034064 -2.060992 -0.4021 -0.2047 -0.0108 0.285
H -0.717027 -1.029185 -1.458340 0.3632 -0.8086 -0.8470 0.374
```
Positions in Å, forces in eV/Å.

Computed properties:
E_HOMO: -0.3458 hartree
SMILES: CCOCC.N
Total energy: -7895.266 eV
Largest force on an atom: 2.843 eV Å⁻¹

no.,frontier orbital gap (eV)
1,5.7
2,9.5
3,10.5